#a
C6H10O2 | wB97M-V/def2-TZVPD

Last column: Löwdin charge in e.
Cartesian coordinates (Å):
C 0.240 1.579 -0.075  -0.113
C 1.531 1.058 -0.173  -0.055
O 2.172 -0.250 -0.166  -0.093
C 1.532 -1.548 0.062  -0.123
C 0.139 -1.060 0.127  -0.262
O -1.171 -1.553 -0.017  -0.073
C -1.772 -0.388 -0.334  -0.247
C -1.092 1.017 0.238  -0.186
H 0.273 2.651 -0.037  0.094
H 2.201 1.825 -0.145  0.078
H 1.917 -2.144 0.884  0.123
H 1.590 -2.268 -0.751  0.121
H 0.136 -0.198 -0.625  0.104
H 0.215 -0.689 1.122  0.128
H -2.880 -0.293 -0.055  0.138
H -1.846 -0.387 -1.434  0.125
H -1.938 1.654 -0.015  0.094
H -1.245 0.995 1.392  0.150

Properties
net charge: 0
SMILES: C1=C\OCCOCC/1
LUMO energy: 0.0343 hartree

---

#b
C6H10O2 | wB97M-V/def2-TZVPD

Last column: Löwdin charge in e.
Cartesian coordinates (Å):
C 0.915 0.221 0.087  -0.250
C 1.207 -1.074 0.637  -0.137
C 1.160 0.430 -1.383  -0.093
C -1.064 0.466 0.369  -0.414
C -0.240 -2.046 0.644  -0.133
C -1.755 1.152 -0.557  0.022
O -1.135 0.766 1.716  -0.009
O -0.322 -3.124 1.072  0.113
H -1.772 1.477 1.861  0.102
H 1.120 1.068 0.729  0.123
H -1.020 -0.812 0.298  0.101
H 1.481 -1.088 1.689  0.112
H 1.840 -1.721 0.031  0.110
H 2.230 0.380 -1.606  0.082
H 0.670 -0.349 -1.975  0.088
H 0.785 1.397 -1.717  0.073
H -1.687 0.886 -1.600  0.055
H -2.415 1.972 -0.296  0.057

Properties
net charge: 0
LUMO energy: 0.0081 hartree

---

#c
C6H10O2 | wB97M-V/def2-TZVPD

Last column: Löwdin charge in e.
Cartesian coordinates (Å):
C -1.931 -1.242 -0.565  0.002
C -1.345 -0.844 0.559  -0.215
C -0.058 1.055 -0.696  -0.096
C -0.526 0.291 0.639  -0.226
C 1.089 0.212 -1.263  -0.408
C 0.335 0.669 1.833  -0.069
O 0.710 -0.920 -1.887  0.038
O 2.304 0.038 -0.706  0.004
H -2.682 -2.029 -0.334  0.069
H -1.710 -0.657 -1.462  0.056
H -1.467 -1.302 1.542  0.107
H -0.797 1.267 -1.458  0.102
H 0.298 2.008 -0.369  0.089
H 0.722 -0.195 2.320  0.063
H -0.290 1.254 2.491  0.073
H 1.198 1.305 1.494  0.081
H 1.172 -1.747 -1.645  0.132
H 2.977 0.834 -0.493  0.198

Properties
net charge: 0
LUMO energy (alpha / beta): 0.0174 / 0.0177 hartree

---

Most stable structure: #c

---

#a
C4H3BrO | wB97M-V/def2-TZVPD

Last column: Löwdin charge in e.
Cartesian coordinates (Å):
C 0.232 -0.295 -0.053  -0.001
C -0.984 0.203 0.078  -0.249
C -2.245 -0.544 -0.007  -0.660
Br -3.791 0.628 0.026  0.720
C -2.442 -1.823 -0.066  -0.255
O -2.465 -2.960 0.044  0.223
H 0.524 -1.407 0.047  0.106
H 1.003 0.362 -0.152  0.013
H -1.249 1.334 0.117  0.104

Properties
net charge: 0
SMILES: C=CC(Br)=C=O
LUMO energy: -0.0104 hartree

---

#b
C4H3BrO | wB97M-V/def2-TZVPD

Last column: Löwdin charge in e.
Cartesian coordinates (Å):
C -1.359 -1.647 -0.585  0.005
C -2.331 -1.075 -0.202  -0.766
Br -3.855 -0.203 0.181  0.761
H -0.579 -2.330 -0.615  0.012
C 2.066 0.745 0.322  0.011
C 1.010 1.362 -0.036  -0.302
O 0.130 2.053 -0.328  0.171
H 2.267 -0.274 0.296  0.039
H 2.651 1.369 0.967  0.069

Properties
net charge: 0
SMILES: C#CBr.C=C=O
LUMO energy: 0.0253 hartree

---

Most stable structure: #a

---

#a
H3N3OS | wB97M-V/def2-TZVPD

Last column: Löwdin charge in e.
Cartesian coordinates (Å):
O 1.626 1.585 -0.151  0.103
N 1.359 0.458 -0.080  -0.193
N 1.617 -0.662 0.215  -0.539
S 1.405 -2.140 -0.120  0.559
N -1.331 0.318 -0.026  -0.004
H -2.089 0.846 0.371  -0.001
H -0.958 -0.358 0.735  0.046
H -1.628 -0.047 -0.944  0.028

Properties
net charge: 0
SMILES: O=NN=S.N
LUMO energy (alpha / beta): -0.0254 / -0.0254 hartree

---

#b
H3N3OS | wB97M-V/def2-TZVPD

Last column: Löwdin charge in e.
Cartesian coordinates (Å):
N 0.652 -1.505 0.083  0.127
N 0.862 -0.394 -0.201  -0.351
N -1.005 0.642 0.203  -0.526
O 1.601 0.392 -0.708  0.037
S -2.288 -0.216 -0.317  0.495
H 1.292 -2.326 0.125  0.116
H -0.584 0.396 1.152  0.082
H -1.035 1.611 0.017  0.020

Properties
net charge: 0
LUMO energy (alpha / beta): -0.0112 / -0.0265 hartree

---

Most stable structure: #a

---

#a
C6H12 | wB97M-V/def2-TZVPD

Last column: Löwdin charge in e.
Cartesian coordinates (Å):
C -1.931 0.606 -0.446  -0.201
C -1.360 -0.671 0.178  -0.256
C 0.060 -0.407 0.533  -0.377
C 0.936 -0.283 -0.560  -0.127
C 2.331 0.254 -0.409  -0.087
C 0.417 -0.185 1.864  0.102
H -0.954 1.091 -0.844  0.025
H -2.313 1.323 0.306  0.079
H -0.889 0.255 -2.177  0.188
H -2.640 0.420 -1.170  0.025
H -1.400 -1.416 -0.583  0.087
H 0.686 -0.887 -1.468  0.064
H 3.004 -0.519 -0.016  0.095
H 2.665 0.581 -1.380  0.073
H 2.321 1.054 0.300  0.062
H 1.422 0.034 2.138  0.038
H -1.987 -0.992 1.047  0.120
H -0.368 -0.258 2.687  0.090

Properties
net charge: 0
LUMO energy: -0.0564 hartree

---

#b
C6H12 | wB97M-V/def2-TZVPD

Last column: Löwdin charge in e.
Cartesian coordinates (Å):
C -1.176 -0.982 1.459  0.038
C -0.409 -0.316 0.557  -0.339
C 0.649 0.662 0.982  -0.226
C 0.614 1.968 0.202  -0.118
C -0.689 -0.595 -0.891  -0.230
C 0.481 -1.381 -1.558  -0.091
H -0.845 -0.897 2.482  0.048
H -2.237 -1.038 1.249  0.064
H 1.707 0.396 1.189  0.122
H 0.410 0.876 2.026  0.097
H 1.103 2.716 0.835  0.072
H -0.369 2.409 -0.038  0.079
H 1.039 1.996 -0.804  0.068
H -0.931 0.347 -1.401  0.106
H -1.491 -1.311 -1.075  0.101
H 0.871 -2.243 -1.012  0.076
H 1.282 -0.694 -1.833  0.067
H -0.008 -1.913 -2.371  0.062

Properties
net charge: 0
SMILES: C=C(CC)CC
LUMO energy: 0.0396 hartree

---

#c
C6H12 | wB97M-V/def2-TZVPD

Last column: Löwdin charge in e.
Cartesian coordinates (Å):
C -1.423 -1.020 -0.176  -0.116
C -1.419 0.179 0.771  -0.211
C 0.001 0.718 0.940  -0.267
C 1.103 -0.239 1.299  -0.106
C 1.111 0.411 -0.073  -0.234
C 1.121 -0.401 -1.479  -0.074
H -2.001 -0.860 -1.093  0.083
H -0.404 -1.111 -0.531  -0.013
H -1.691 -1.975 0.279  0.078
H -1.807 -0.086 1.761  0.104
H -2.060 0.985 0.396  0.101
H 0.013 1.693 1.444  0.131
H 0.818 -1.289 1.311  0.106
H 1.831 0.011 2.074  0.100
H 1.834 1.227 -0.191  0.120
H 2.067 -0.940 -1.479  0.067
H 1.107 0.348 -2.272  0.064
H 0.420 -1.166 -1.883  0.067

Properties
net charge: 0
SMILES: CC[C@H]1C[C@H]1C
LUMO energy: 0.0441 hartree

---

Most stable structure: #b

---

#a
C6H12 | wB97M-V/def2-TZVPD

Last column: Löwdin charge in e.
Cartesian coordinates (Å):
C 1.637 1.471 -0.422  -0.080
C 0.462 -0.288 -0.390  -0.241
C -0.160 -0.137 -1.750  -0.070
C -0.342 -0.206 0.782  -0.350
C -1.763 -0.484 1.051  -0.138
C -0.652 -1.148 1.869  -0.134
H 2.121 1.785 0.512  0.046
H 2.396 1.077 -1.102  0.039
H 1.097 2.304 -0.883  0.042
H 1.363 -0.901 -0.339  0.136
H -0.667 -1.084 -1.977  0.094
H -0.921 0.648 -1.736  0.096
H 0.571 0.071 -2.534  0.079
H 0.605 0.822 0.369  0.122
H -2.382 0.271 1.538  0.087
H -2.330 -1.140 0.387  0.092
H -0.513 -2.220 1.718  0.093
H -0.523 -0.839 2.907  0.086

Properties
net charge: 0
LUMO energy: 0.0358 hartree

---

#b
C6H12 | wB97M-V/def2-TZVPD

Last column: Löwdin charge in e.
Cartesian coordinates (Å):
C 1.539 0.486 -0.858  -0.120
C 0.773 1.372 0.121  -0.273
C 0.190 0.539 1.262  -0.209
C -1.008 -0.262 0.752  -0.172
C -0.919 -1.632 0.351  -0.220
C -1.223 -0.998 -1.173  0.021
H 0.970 -0.406 -1.122  0.028
H 2.477 0.145 -0.411  0.076
H 1.768 1.016 -1.787  0.075
H 1.430 2.160 0.503  0.100
H -0.073 1.865 -0.373  0.105
H -0.115 1.199 2.094  0.110
H 0.984 -0.105 1.686  0.114
H -1.975 0.166 0.973  0.102
H 0.018 -2.141 0.633  0.108
H -1.787 -2.254 0.557  0.092
H -2.297 -0.898 -1.358  0.028
H -0.751 -0.252 -1.848  0.036

Properties
net charge: 0
LUMO energy: 0.0407 hartree

---

Most stable structure: #b